Formula: C36H36F6N6O6S2Ti
Source: OMol25
Level of theory: ωB97M-V/def2-TZVPD

Structure (ORCA input):
```
! RIJCOSX wB97M-V def2-TZVPD def2/J DEFGRID3
* xyz 0 1
Ti -0.394 0.322 0.877
C 2.894 -2.786 -0.988
C 1.842 -2.935 -2.094
C 0.891 -1.752 -2.289
N -0.123 -1.599 -1.244
C -1.137 -2.437 -0.994
C -1.339 -3.454 -1.943
C -2.215 -4.518 -2.019
C -3.069 -5.019 -1.055
C -3.248 -4.468 0.200
C -2.793 -3.266 0.705
C -1.982 -2.216 0.200
N -1.967 -1.047 0.850
C -3.052 -0.813 1.807
C -3.119 0.635 2.301
C -2.034 0.857 3.355
N -0.785 0.313 2.856
C 0.127 -0.168 3.684
C 0.003 -0.093 5.089
C 0.772 -0.615 6.108
C 1.982 -1.292 6.056
C 2.707 -1.578 4.915
C 2.396 -1.348 3.585
C 1.266 -0.782 2.973
N 1.125 -0.736 1.650
C 2.242 -1.060 0.769
C 2.317 -2.558 0.416
H 3.570 -1.961 -1.233
H 3.492 -3.700 -0.991
H 1.268 -3.848 -1.917
H 2.374 -3.060 -3.039
H 0.415 -1.815 -3.264
H 1.436 -0.810 -2.293
H -0.757 -3.321 -2.842
H -2.199 -5.046 -2.964
H -3.632 -5.910 -1.298
H -3.889 -5.023 0.875
H -3.132 -3.095 1.716
H -2.938 -1.441 2.703
H -4.004 -1.085 1.335
H -4.094 0.800 2.760
H -3.006 1.336 1.480
H -2.352 0.333 4.262
H -1.912 1.920 3.590
H -0.849 0.472 5.437
H 0.369 -0.457 7.103
H 2.412 -1.600 7.000
H 3.656 -2.076 5.076
H 3.137 -1.722 2.893
H 3.192 -0.734 1.204
H 2.101 -0.473 -0.137
H 1.319 -2.996 0.487
H 2.941 -3.074 1.150
C -3.077 3.356 -2.274
C -2.009 3.870 -1.561
C -1.403 3.077 -0.603
N -1.766 1.816 -0.350
C -2.777 1.317 -1.074
C -3.476 2.057 -2.009
H -3.586 3.946 -3.023
H -1.652 4.876 -1.732
H -0.597 3.474 -0.004
H -3.054 0.293 -0.874
H -4.309 1.613 -2.530
F 0.866 4.147 -3.551
C 0.596 2.996 -4.202
F 1.724 2.556 -4.745
F -0.267 3.292 -5.181
S -0.153 1.772 -2.961
O -0.103 -0.381 -0.679
O 1.028 1.567 -2.102
N -0.246 0.551 -4.056
S -1.700 0.031 -4.367
O -2.234 -0.908 -3.407
O -2.618 1.021 -4.863
C -1.318 -1.048 -5.836
F -2.423 -1.675 -6.241
F -0.824 -0.358 -6.858
F -0.419 -1.991 -5.492
O 0.470 3.056 2.783
C 1.076 2.712 1.786
O 0.628 1.779 0.980
C 2.375 3.323 1.373
C 3.000 2.910 0.198
C 4.204 3.487 -0.176
C 4.774 4.481 0.607
C 4.145 4.898 1.773
C 2.949 4.318 2.158
H 2.524 2.166 -0.425
H 4.692 3.165 -1.086
H 5.706 4.938 0.301
H 4.589 5.678 2.378
H 2.439 4.623 3.062
*
```

Strongest force on any atom ... 2.14 eV/Å
E_LUMO ... -0.756 eV
ΔE to the lowest compared entry with this formula, charge and spin ... 53.35 kcal per mole